The following is a DFT calculation (ωB97M-V/def2-TZVPD) of C4H9NS as an isolated structure in a non-equilibrium geometry.

XYZ file:
```
15
Properties=species:S:1:pos:R:3:forces:R:3:nbo_charge:R:1
C 1.736382 1.513274 -0.075084 0.11 1.02 -0.31 -0.13
C -0.643546 -1.101553 1.141184 0.05 -0.07 0.04 -0.66
C -0.305882 -0.773687 -1.360535 -0.07 0.12 0.01 -0.67
C -0.366694 -0.160947 0.010688 2.89 1.39 0.34 0.03
N 1.513981 0.352882 0.285468 -3.01 -2.09 0.00 -0.40
S -1.329864 1.331054 0.001299 -0.21 -0.19 -0.28 0.02
H 2.748006 1.905636 -0.002363 0.23 -0.01 0.03 0.17
H 0.988603 2.219331 -0.461265 -0.15 -0.06 0.01 0.16
H -0.738238 -0.573514 2.090368 0.04 -0.06 -0.03 0.22
H 0.169348 -1.822082 1.218515 0.03 -0.02 0.01 0.23
H -1.574176 -1.643982 0.945456 0.03 0.06 0.06 0.22
H -1.292721 -1.132145 -1.657381 -0.05 -0.08 -0.01 0.22
H 0.023873 -0.037872 -2.092199 0.03 -0.02 -0.06 0.22
H 0.390359 -1.608390 -1.363487 0.07 -0.04 0.02 0.23
H -1.319425 1.531990 1.319340 0.01 0.03 0.17 0.13
```
Forces are in eV/Å.

- Calculated total energy: -16617.4026 eV
- HOMO energy: -8.55 eV
- M: 103.19 g/mol
- Lowest unoccupied orbital energy: 0.77 eV

The following is a DFT calculation (ωB97M-V/def2-TZVPD) of a 6-piece molecular cluster, C35H37FN5O12P overall in a non-equilibrium geometry.

XYZ file:
```
91
Properties=species:S:1:pos:R:3:forces:R:3:lowdin_charge:R:1
O 3.692396 3.009692 -2.928600 0.01 -0.07 -0.12 0.05
N 4.145228 2.311448 -3.819819 -0.11 0.00 0.01 -0.34
O 3.476018 1.611319 -4.552396 0.04 0.09 0.09 0.08
C 5.602493 2.315471 -4.015807 0.22 0.00 0.00 -0.14
C 6.396787 3.072150 -3.172957 0.01 0.16 0.21 0.00
C 7.769778 3.053378 -3.349788 0.04 -0.07 -0.10 -0.06
C 8.330262 2.286939 -4.363184 0.00 0.00 -0.01 -0.07
C 7.517828 1.540798 -5.205844 0.09 0.09 0.11 -0.06
C 6.144213 1.552459 -5.032533 -0.08 -0.24 -0.27 0.00
H 5.961019 3.668163 -2.384767 -0.12 -0.05 -0.03 0.12
H 8.404072 3.634906 -2.695199 -0.02 0.01 0.01 0.11
H 9.404159 2.271005 -4.495963 0.00 0.01 0.00 0.11
H 7.954710 0.947490 -5.996921 -0.03 0.00 -0.02 0.11
H 5.512787 0.970415 -5.688564 -0.11 0.07 0.05 0.11
O 0.944720 0.960663 4.510033 -0.10 0.06 0.06 0.05
N 0.963852 0.460917 5.619591 -0.03 0.01 0.01 -0.35
O 0.169166 0.711346 6.505869 0.06 -0.04 -0.16 0.08
C 2.026125 -0.515083 5.900537 0.21 -0.16 0.04 -0.15
C 2.963001 -0.788305 4.919164 0.03 0.09 -0.26 0.00
C 3.975555 -1.692062 5.193471 0.01 -0.07 0.13 -0.06
C 4.038040 -2.311457 6.434388 0.00 0.00 0.00 -0.07
C 3.084391 -2.032147 7.404651 0.09 -0.02 -0.10 -0.07
C 2.070326 -1.127476 7.140007 -0.11 -0.02 0.25 -0.01
H 2.917157 -0.306804 3.952494 -0.06 0.06 0.05 0.10
H 4.717969 -1.910628 4.438451 -0.02 0.03 -0.03 0.11
H 4.833510 -3.013754 6.647003 -0.01 -0.01 0.00 0.11
H 3.133726 -2.517782 8.369421 -0.02 0.01 0.01 0.11
H 1.329883 -0.907303 7.894722 -0.06 0.10 -0.09 0.12
O -6.636397 -0.649261 4.332811 0.01 -0.10 -0.09 0.08
N -6.212279 -1.396277 3.473895 -0.10 0.02 -0.01 -0.34
O -6.909837 -2.116644 2.779400 0.11 0.15 0.10 0.06
C -4.760188 -1.440539 3.257005 0.21 -0.02 -0.03 -0.15
C -3.935160 -0.663075 4.050116 0.02 0.17 0.19 0.00
C -2.565640 -0.723257 3.855321 0.06 -0.07 -0.07 -0.06
C -2.038911 -1.552071 2.873796 0.07 0.00 0.01 -0.06
C -2.880799 -2.318757 2.080387 0.05 0.07 0.10 -0.06
C -4.251393 -2.266204 2.270759 -0.04 -0.19 -0.20 0.00
H -4.345734 -0.018281 4.812899 -0.13 -0.05 -0.03 0.12
H -1.907373 -0.123949 4.470455 -0.02 0.03 -0.01 0.10
H -0.967980 -1.597405 2.726315 0.00 0.06 -0.04 0.11
H -2.468120 -2.959957 1.313940 -0.02 0.00 -0.01 0.11
H -4.907206 -2.864190 1.655374 -0.11 0.05 0.08 0.12
O -10.855234 -6.034608 -1.570055 0.05 0.13 0.06 0.07
N -10.415445 -5.053357 -1.000321 -0.05 0.01 -0.14 -0.35
O -10.245789 -3.967931 -1.521996 -0.03 -0.14 0.05 0.07
C -10.060598 -5.191325 0.420991 0.07 -0.01 0.21 -0.15
C -10.208413 -6.421698 1.034954 -0.07 -0.27 -0.01 -0.01
C -9.853629 -6.553940 2.366868 0.05 0.11 0.06 -0.07
C -9.361359 -5.460506 3.067498 -0.02 -0.02 -0.03 -0.07
C -9.227531 -4.229555 2.439706 -0.08 -0.16 0.10 -0.06
C -9.578312 -4.091444 1.106837 0.07 0.23 -0.01 0.00
H -10.591264 -7.271019 0.489013 0.00 0.08 -0.12 0.12
H -9.958356 -7.511509 2.858556 -0.01 -0.01 -0.02 0.11
H -9.079533 -5.568363 4.106937 -0.01 0.01 0.00 0.11
H -8.846610 -3.380365 2.985608 0.01 0.04 -0.04 0.08
H -9.471288 -3.135012 0.616928 -0.03 -0.06 -0.11 0.12
O 3.503469 1.910295 -9.766990 0.00 -0.09 0.13 0.08
N 3.334645 1.186866 -8.805076 0.09 0.08 0.01 -0.35
O 4.216911 0.817073 -8.052474 -0.02 0.05 -0.08 0.06
C 1.966972 0.723011 -8.528133 -0.21 -0.09 0.04 -0.15
C 0.944256 1.090716 -9.383051 -0.09 0.13 -0.22 0.00
C -0.338746 0.635768 -9.129420 0.00 -0.07 0.10 -0.07
C -0.584864 -0.173136 -8.028270 -0.01 0.00 0.00 -0.07
C 0.451503 -0.524876 -7.174657 -0.09 0.04 -0.10 -0.06
C 1.737806 -0.076171 -7.423437 0.11 -0.14 0.22 0.00
H 1.136624 1.720490 -10.238860 0.14 0.00 0.03 0.12
H -1.147596 0.910446 -9.792276 0.01 0.02 -0.01 0.11
H -1.587828 -0.530646 -7.834970 0.00 0.01 0.00 0.11
H 0.257460 -1.151331 -6.315172 0.03 0.01 0.01 0.11
H 2.544487 -0.349654 -6.759778 0.08 0.09 -0.07 0.12
O 4.524827 0.900783 2.203435 -0.56 -4.11 -0.25 0.14
C 4.645280 2.045637 2.281783 0.73 2.95 0.42 -0.39
O 4.962527 2.833303 1.224393 -0.56 0.36 -0.18 -0.04
C 3.761115 3.176164 0.478673 -0.20 0.85 -0.08 -0.16
C 3.286220 4.591834 0.833965 0.15 -0.83 0.52 -0.16
C 2.194942 4.589455 1.904653 -0.15 0.55 -0.71 -0.28
C 0.774755 4.400023 1.372774 0.18 -0.95 0.63 -0.38
P 0.217878 2.574924 1.235151 0.01 0.53 0.21 0.81
F -0.191749 0.938871 1.155329 -0.09 -0.02 -0.09 -0.44
H 4.540128 2.554550 3.244423 0.11 0.52 0.12 0.15
H 2.964116 2.500447 0.739352 -0.09 -0.65 -0.01 0.08
H 3.932944 3.069146 -0.583143 0.46 -0.09 -0.10 0.09
H 4.137635 5.092226 1.269475 0.42 0.42 -0.29 0.11
H 2.958644 5.084767 -0.069771 -0.08 0.38 -0.18 0.11
H 2.449434 3.853059 2.659805 -0.09 -0.35 0.29 0.08
H 2.213523 5.538666 2.421910 0.14 0.37 0.19 0.10
H 0.112395 4.847018 2.102453 -0.37 0.21 0.09 0.06
H 0.641643 4.910688 0.431626 -0.07 0.25 -0.35 0.07
H -0.994139 2.831804 1.889915 0.01 -0.14 -0.13 0.02
H 1.308859 2.168274 2.022527 -0.06 -0.14 -0.06 0.01
H 0.185124 2.614267 -0.167589 0.07 -0.24 0.04 0.02
```
Forces are in eV/Å.

- Calculated total energy: -80907.0311 eV
- HOMO energy: -9.81 eV
- M: 769.68 g/mol
- Lowest unoccupied orbital energy: -0.68 eV

The following is a DFT calculation (ωB97M-V/def2-TZVPD) of C19H41BaNO14S4 as an isolated structure in a non-equilibrium geometry.

XYZ file:
```
80
Properties=species:S:1:pos:R:3:forces:R:3:lowdin_charge:R:1
Ba -0.003139 -0.316195 -0.212576 -0.33 -1.67 1.96 2.00
O -0.991764 -2.863514 -0.493399 -0.24 1.24 0.63 -0.49
C -0.541800 -3.579686 0.614355 1.39 -0.41 -1.57 -0.47
C -0.545947 -2.927592 2.010494 -1.36 0.42 0.35 -0.45
O -0.166446 -1.602293 2.154821 0.63 0.15 -1.28 -0.49
H 0.509339 -3.894179 0.355323 0.03 0.10 0.51 0.08
H -1.043555 -4.571476 0.661048 -0.22 0.14 0.47 0.09
H 0.031968 -3.601621 2.682471 -0.08 -0.10 -0.08 0.09
H -1.617572 -3.005242 2.334938 0.23 -0.23 0.23 0.08
O -2.705458 -0.425891 0.216217 0.67 1.18 0.02 -0.42
S -4.051855 -0.856356 0.127564 -0.43 -0.50 -0.13 0.54
O -5.132293 0.055124 0.354752 -0.01 0.20 0.20 -0.27
O -4.174332 -1.421827 -1.328511 -0.21 -0.11 -0.42 -0.26
C -5.462940 -1.946576 -1.740701 0.10 0.34 -0.54 -0.24
C -5.576417 -1.710255 -3.230014 0.02 -0.27 -0.06 -0.06
C -4.210079 -2.275938 1.102931 0.08 -0.21 0.65 -0.11
H -6.252306 -1.384832 -1.243167 0.02 -0.21 0.27 0.12
H -5.468188 -3.008522 -1.505275 -0.19 -0.01 0.16 0.13
H -5.422564 -0.654309 -3.444043 0.03 -0.01 -0.09 0.09
H -6.565750 -2.001634 -3.585028 -0.04 0.04 0.08 0.08
H -4.853529 -2.317551 -3.775472 0.09 0.14 0.00 0.07
H -4.039931 -1.975556 2.137721 -0.02 0.06 -0.04 0.09
H -3.398557 -2.946069 0.812143 -0.07 -0.08 -0.17 0.07
H -5.214870 -2.677202 1.006305 0.02 -0.15 -0.09 0.08
O 0.455678 3.063945 3.508429 0.45 -0.12 0.49 -0.24
S -0.315222 2.991293 2.324661 -0.88 0.32 0.05 0.56
O -0.294054 1.826958 1.497836 0.20 -0.29 -0.36 -0.42
O -1.807377 3.257068 2.759534 0.02 -0.11 0.09 -0.24
C -2.906399 2.782852 1.925667 0.10 -0.11 0.06 -0.23
C -4.094914 2.578492 2.818017 -0.25 0.74 0.21 -0.06
C 0.011482 4.401874 1.358363 0.18 0.20 -0.22 -0.11
H -2.621073 1.842992 1.461981 0.11 0.04 -0.10 0.09
H -3.106010 3.548285 1.172965 0.06 -0.08 -0.10 0.13
H -3.819056 2.015273 3.706633 -0.09 -0.33 -0.16 0.09
H -4.889561 2.110527 2.239753 0.02 -0.26 0.14 0.07
H -4.475900 3.542074 3.169624 0.04 -0.04 -0.02 0.08
H -0.004026 5.243392 2.044540 -0.02 0.13 -0.10 0.08
H -0.760090 4.486831 0.597096 -0.02 0.05 -0.04 0.08
H 0.994578 4.282078 0.905612 -0.01 0.01 0.08 0.05
O 4.470469 0.749633 2.429318 0.45 0.48 -0.12 -0.26
S 3.279838 -0.025959 2.383138 -0.18 -1.07 0.66 0.56
O 2.415499 0.050857 1.249027 -0.11 0.36 -0.98 -0.40
O 3.759736 -1.517907 2.557342 -0.05 0.18 -0.20 -0.24
C 2.768476 -2.566411 2.345840 -0.57 -0.50 -0.04 -0.26
C 3.394724 -3.666203 1.546381 0.88 -0.36 -0.07 -0.07
C 2.303207 0.200418 3.800444 -0.01 0.12 0.46 -0.10
H 1.870414 -2.187071 1.852220 0.08 0.28 0.12 0.06
H 2.426601 -2.924168 3.318079 0.22 0.10 0.13 0.13
H 3.699022 -3.320455 0.556518 -0.19 0.03 -0.04 0.08
H 2.727494 -4.519489 1.438204 -0.23 0.16 -0.03 0.08
H 4.305350 -4.043520 2.024865 -0.07 0.09 0.08 0.08
H 2.923076 -0.063071 4.655434 -0.06 -0.04 0.04 0.08
H 1.431685 -0.453133 3.697326 -0.09 0.03 -0.07 0.07
H 2.015360 1.247440 3.870015 -0.11 -0.02 -0.12 0.06
O 1.830937 1.607315 -1.115907 -0.73 -0.13 -0.46 -0.41
S 2.865839 2.566936 -0.936142 0.77 -0.42 -0.21 0.53
O 2.931995 3.342539 0.251723 -0.12 0.42 0.58 -0.25
O 4.203285 1.768387 -1.136917 -0.12 0.07 0.30 -0.24
C 5.374409 2.209896 -0.381152 0.59 0.35 -0.33 -0.23
C 6.498502 1.267023 -0.743607 -0.40 -0.55 -0.11 -0.05
C 2.904013 3.653633 -2.310061 0.22 0.01 -0.03 -0.10
H 5.148610 2.228083 0.679665 -0.11 -0.16 0.00 0.09
H 5.628393 3.223478 -0.707053 -0.15 0.01 0.00 0.12
H 6.381832 0.317122 -0.220249 0.11 0.10 0.15 0.08
H 7.470053 1.701590 -0.525692 0.01 0.02 0.14 0.08
H 6.453204 1.020557 -1.806088 0.09 0.23 -0.04 0.08
H 2.913067 3.058515 -3.218301 -0.06 0.05 -0.06 0.08
H 3.830354 4.215975 -2.207402 -0.05 0.12 -0.13 0.07
H 2.046548 4.318374 -2.260368 -0.05 -0.02 -0.02 0.08
N -0.132505 -0.660561 -2.891345 0.08 0.48 -0.42 -0.10
C -1.258779 -1.280486 -3.223213 -0.31 -0.20 0.13 -0.14
C -1.602297 -1.539168 -4.539824 -0.42 0.30 -0.13 -0.04
C -0.808566 -1.029293 -5.548394 0.19 -0.26 0.03 -0.07
C 0.344321 -0.339764 -5.202530 -0.07 -0.13 -0.33 -0.06
C 0.644531 -0.190580 -3.863117 0.33 -0.12 -0.36 -0.15
H -1.917924 -1.556619 -2.403508 0.22 -0.35 -0.01 0.08
H -2.522171 -2.060052 -4.768802 0.04 -0.06 0.05 0.10
H -1.055350 -1.198374 -6.588609 -0.04 0.04 0.00 0.11
H 0.998205 0.027013 -5.982608 0.07 0.13 0.15 0.10
H 1.568475 0.302747 -3.578268 -0.08 0.01 0.20 0.10
```
Forces are in eV/Å.

- Calculated total energy: -94557.3225 eV
- HOMO energy: -5.75 eV
- M: 773.13 g/mol
- Lowest unoccupied orbital energy: -0.14 eV

- Among the records above, which one has the highest calculated total energy?
  C4H9NS

Please write out number 1 again, unchanged.
The following is a DFT calculation (ωB97M-V/def2-TZVPD) of C4H9NS as an isolated structure in a non-equilibrium geometry.

XYZ file:
```
15
Properties=species:S:1:pos:R:3:forces:R:3:nbo_charge:R:1
C 1.736382 1.513274 -0.075084 0.11 1.02 -0.31 -0.13
C -0.643546 -1.101553 1.141184 0.05 -0.07 0.04 -0.66
C -0.305882 -0.773687 -1.360535 -0.07 0.12 0.01 -0.67
C -0.366694 -0.160947 0.010688 2.89 1.39 0.34 0.03
N 1.513981 0.352882 0.285468 -3.01 -2.09 0.00 -0.40
S -1.329864 1.331054 0.001299 -0.21 -0.19 -0.28 0.02
H 2.748006 1.905636 -0.002363 0.23 -0.01 0.03 0.17
H 0.988603 2.219331 -0.461265 -0.15 -0.06 0.01 0.16
H -0.738238 -0.573514 2.090368 0.04 -0.06 -0.03 0.22
H 0.169348 -1.822082 1.218515 0.03 -0.02 0.01 0.23
H -1.574176 -1.643982 0.945456 0.03 0.06 0.06 0.22
H -1.292721 -1.132145 -1.657381 -0.05 -0.08 -0.01 0.22
H 0.023873 -0.037872 -2.092199 0.03 -0.02 -0.06 0.22
H 0.390359 -1.608390 -1.363487 0.07 -0.04 0.02 0.23
H -1.319425 1.531990 1.319340 0.01 0.03 0.17 0.13
```
Forces are in eV/Å.

- Calculated total energy: -16617.4026 eV
- HOMO energy: -8.55 eV
- M: 103.19 g/mol
- Lowest unoccupied orbital energy: 0.77 eV